# 1
Density functional theory data (ωB97M-V/def2-TZVPD) for a single C4H9NO2 molecule.

largest force on an atom	0.405	eV Å⁻¹
HOMO energy	-9.9	eV
relative energy (zero: lowest compared OMol25 entry of this formula, charge and spin)	19.16	kcal/mol
orbital gap	0.3919	hartree
structure (SMILES)	C[C@@H](CO)NC=O

Structure (XYZ):
```
16
Properties=species:S:1:pos:R:3:forces:R:3
C 1.01162 1.06121 -1.19651 0.01 0.05 -0.02
C 0.44500 0.19594 -0.07434 0.07 0.10 0.05
C -0.58352 0.91470 0.83738 -0.02 0.16 -0.33
O -0.33622 0.68745 2.19986 -0.07 -0.20 0.10
N -0.12379 -1.01522 -0.66794 -0.03 -0.11 0.07
C -0.67457 -1.99036 0.08121 -0.02 -0.02 0.12
O -0.75375 -1.96888 1.30177 0.05 0.02 -0.40
H 1.86420 0.56764 -1.67686 -0.16 0.04 0.04
H 1.36405 2.01736 -0.79949 -0.06 -0.16 -0.03
H 0.25883 1.27138 -1.96646 0.05 0.00 0.15
H 1.26619 -0.10204 0.59001 -0.09 0.03 -0.07
H -0.52689 1.99800 0.68851 0.07 -0.13 -0.01
H -1.59754 0.59507 0.55130 0.14 0.07 0.02
H -0.44332 -0.27155 2.31958 0.02 0.11 0.05
H -0.10194 -1.12965 -1.67073 -0.02 -0.01 0.16
H -1.06835 -2.83104 -0.51728 0.07 0.07 0.09
```
Positions in Å, forces in eV/Å.


# 2
Density functional theory data (ωB97M-V/def2-TZVPD) for a single C4H9NO2 molecule in a non-equilibrium geometry.

largest force on an atom	4.436	eV Å⁻¹
HOMO energy	-9.7	eV
relative energy (zero: lowest compared OMol25 entry of this formula, charge and spin)	26.05	kcal/mol
orbital gap	0.3836	hartree
structure (SMILES)	CC(C)NC(=O)O

Structure (XYZ):
```
16
Properties=species:S:1:pos:R:3:forces:R:3
C -0.89648 -2.08813 -0.22348 0.49 -0.60 0.62
C 0.29939 -1.17045 -0.37369 0.50 0.21 -0.07
C 1.45738 -1.46809 0.57933 0.63 0.59 0.67
N -0.06907 0.22100 -0.68327 0.28 -2.28 1.39
C -0.29974 1.25666 0.17525 4.39 -0.63 0.20
O 0.27568 1.45660 1.27662 -2.77 -0.58 -2.40
O -0.81101 2.16377 -0.64965 -1.34 1.68 0.50
H -0.46795 -3.13225 -0.31059 -1.05 0.94 0.16
H -1.45208 -1.93482 0.71292 0.48 -0.25 0.06
H -1.62251 -1.84574 -0.98508 -0.11 -0.38 -0.57
H 0.77487 -1.46909 -1.26642 0.15 -0.29 -1.62
H 1.08052 -1.63668 1.57684 -0.04 -0.37 0.42
H 2.05958 -2.36078 0.22698 -0.82 1.03 0.43
H 2.12914 -0.59184 0.71571 -0.33 -0.58 -0.47
H -0.33974 0.28300 -1.65301 -0.34 0.64 0.40
H -0.75900 2.99834 -0.19469 -0.12 0.88 0.28
```
Positions in Å, forces in eV/Å.